Entry 1:
C36H54O27 | ωB97M-V with the def2-TZVPD basis set

Geometry as XYZ:
```
117
Properties=species:S:1:pos:R:3
C 15.650 12.375 18.260
C 16.290 13.295 17.298
C 15.295 14.162 16.449
O 15.640 15.532 16.783
C 16.709 15.538 17.597
O 17.220 16.494 18.016
O 17.124 14.326 17.936
H 16.350 11.703 18.679
H 14.906 11.795 17.705
H 15.157 12.912 19.091
H 16.950 12.784 16.592
H 14.240 13.988 16.763
H 15.591 13.975 15.383
C 18.226 13.007 11.441
C 17.708 14.063 10.419
C 18.020 13.737 8.965
O 16.817 13.354 8.311
C 15.835 13.481 9.290
O 14.713 13.137 9.132
O 16.292 14.097 10.442
H 17.669 13.029 12.328
H 19.267 13.328 11.740
H 18.200 12.004 11.009
H 18.025 15.110 10.733
H 18.826 13.007 8.948
H 18.410 14.664 8.501
C 9.161 6.788 16.263
C 9.652 8.047 15.601
C 11.190 8.164 15.652
O 11.609 8.679 14.359
C 10.554 8.458 13.507
O 10.647 8.743 12.355
O 9.503 7.813 14.118
H 9.693 5.878 15.966
H 8.090 6.760 16.087
H 9.302 6.846 17.341
H 9.047 8.979 15.832
H 11.681 7.208 15.816
H 11.630 8.962 16.268
C 14.269 16.141 12.879
C 12.926 16.496 12.286
C 12.639 15.668 11.089
O 12.136 14.441 11.627
C 11.549 14.724 12.777
O 10.863 13.947 13.377
O 11.867 16.002 13.160
H 14.469 15.054 12.930
H 14.454 16.590 13.824
H 15.078 16.369 12.228
H 12.715 17.596 12.244
H 13.472 15.548 10.399
H 11.821 16.226 10.614
C 14.678 9.993 5.654
C 15.428 10.735 6.767
C 15.008 10.230 8.103
O 16.198 10.285 8.885
C 17.252 10.442 8.080
O 18.311 10.534 8.485
O 16.866 10.491 6.787
H 14.965 10.319 4.634
H 13.605 10.184 5.814
H 14.950 8.944 5.775
H 15.335 11.812 6.614
H 14.632 9.196 8.158
H 14.277 10.865 8.535
C 7.939 14.793 15.060
C 7.631 13.315 15.438
C 7.842 12.334 14.204
O 9.022 11.575 14.628
C 9.455 11.992 15.825
O 10.440 11.568 16.292
O 8.602 12.871 16.341
H 7.609 15.588 15.784
H 7.576 14.989 14.035
H 9.036 14.923 15.101
H 6.649 13.256 15.936
H 8.094 12.796 13.212
H 6.999 11.624 14.038
C 13.056 11.434 12.033
C 13.629 12.048 13.294
C 13.525 11.238 14.552
O 14.806 11.444 15.156
C 15.683 11.927 14.199
O 16.842 12.065 14.440
O 15.054 12.256 13.071
H 13.259 11.870 11.012
H 11.977 11.401 12.149
H 13.462 10.459 12.020
H 13.236 13.043 13.501
H 13.370 10.197 14.212
H 12.777 11.577 15.268
C 19.941 13.359 16.177
C 19.547 14.785 15.912
C 20.364 15.411 14.782
O 19.353 15.857 13.779
C 18.170 15.350 14.124
O 17.154 15.436 13.485
O 18.205 14.766 15.347
H 21.011 13.164 16.008
H 19.428 12.657 15.446
H 19.618 13.063 17.177
H 19.542 15.385 16.791
H 20.965 14.624 14.360
H 21.000 16.277 15.087
C 14.700 7.065 11.286
C 15.545 6.932 12.541
C 15.458 7.999 13.611
O 14.392 7.619 14.408
C 14.192 6.327 14.256
O 13.464 5.594 14.826
O 15.006 5.791 13.278
H 14.917 7.975 10.691
H 13.636 7.140 11.588
H 14.800 6.183 10.662
H 16.575 6.736 12.256
H 15.218 8.939 13.177
H 16.413 7.900 14.165
```

For the total energy, the calculation gives -3435.767537 Eh. The gap between HOMO and LUMO comes out at 0.4096 hartree. For the energy relative to the best compared isomer or geometry (same formula, charge and spin), the calculation gives 28.9 kcal/mol. Its structure (SMILES) is C[C@H]1COC(=O)O1.C[C@H]1COC(=O)O1.C[C@H]1COC(=O)O1.C[C@H]1COC(=O)O1.C[C@H]1COC(=O)O1.C[C@H]1COC(=O)O1.C[C@H]1COC(=O)O1.C[C@H]1COC(=O)O1.C[C@H]1COC(=O)O1.

=====

Entry 2:
C36H55AsCeF3N2O2S2Si3 | ωB97M-V with the def2-TZVPD basis set

Geometry as XYZ:
```
105
Properties=species:S:1:pos:R:3
Ce 0.363 0.322 0.836
F 0.213 5.863 2.931
C 1.350 5.245 3.359
F 2.278 5.432 2.461
F 1.733 5.912 4.461
C 1.091 3.814 3.731
C 1.147 3.451 5.060
C 1.013 2.076 5.398
C 0.806 1.159 4.386
N 0.730 1.503 3.092
C 0.858 2.798 2.758
S 0.649 3.103 1.072
H 1.302 4.131 5.830
H 1.054 1.815 6.413
H 0.749 0.115 4.624
C -2.682 -1.685 0.078
O -1.282 -1.445 -0.114
Si -0.161 -2.764 -0.303
C -0.978 -4.420 0.141
C -0.163 -2.847 -2.149
C 1.232 -2.070 0.648
Si 1.121 -2.581 2.456
C 1.257 -4.391 3.137
C 2.524 -1.718 3.509
C -0.562 -1.931 3.055
Si 2.815 -2.658 -0.187
C 3.119 -1.796 -1.855
C 4.420 -2.498 0.845
C 2.672 -4.544 -0.321
H -3.136 -2.075 -0.836
H -3.133 -0.731 0.311
H -2.875 -2.404 0.916
H -1.752 -4.720 -0.577
H -1.388 -4.575 1.137
H -0.090 -5.117 0.082
H -1.195 -2.795 -2.452
H 0.286 -3.796 -2.506
H 0.336 -1.992 -2.616
H 2.166 -4.915 2.871
H 0.449 -4.945 2.643
H 1.030 -4.431 4.174
H 3.490 -2.010 3.135
H 2.421 -1.949 4.566
H 2.452 -0.626 3.406
H -1.323 -2.406 2.449
H -0.819 -0.843 3.047
H -0.787 -2.300 4.046
H 2.160 -1.701 -2.363
H 3.816 -2.349 -2.497
H 3.508 -0.778 -1.658
H 4.693 -1.457 1.047
H 5.233 -2.891 0.231
H 4.437 -3.075 1.753
H 2.070 -4.736 -1.213
H 2.128 -4.956 0.523
H 3.654 -5.026 -0.401
C -4.477 0.182 -5.145
C -3.651 -0.104 -3.876
C -3.241 -1.561 -3.956
C -4.628 0.176 -2.727
C -2.367 0.753 -3.759
C -1.791 1.365 -4.896
C -0.464 1.799 -4.875
C 0.306 1.562 -3.780
S 1.986 1.876 -3.517
C 1.795 1.442 -1.810
N 0.613 1.045 -1.530
C -0.236 1.024 -2.634
C -1.571 0.643 -2.605
C 2.888 1.510 -0.824
C 4.078 2.106 -1.169
C 5.138 2.165 -0.306
C 4.963 1.574 0.924
C 3.772 0.987 1.300
C 2.685 0.958 0.457
H -5.351 -0.437 -5.141
H -3.893 -0.086 -6.033
H -4.819 1.197 -5.340
H -4.075 -2.197 -4.218
H -2.852 -1.939 -3.018
H -2.463 -1.631 -4.719
H -5.525 -0.425 -2.806
H -4.902 1.241 -2.788
H -4.164 0.008 -1.766
H -2.330 1.631 -5.807
H -0.048 2.242 -5.762
H -1.995 0.130 -1.740
H 4.200 2.599 -2.143
H 6.064 2.697 -0.611
H 5.818 1.543 1.644
H 3.803 0.479 2.245
C -2.541 3.628 2.298
As -2.544 2.699 0.637
C -4.371 2.308 0.230
C -1.832 3.813 -0.824
O -1.750 1.251 0.759
H -3.300 4.388 2.326
H -1.572 4.077 2.486
H -2.772 2.870 3.035
H -4.906 3.237 0.087
H -4.807 1.693 1.039
H -4.487 1.814 -0.735
H -0.881 3.298 -1.052
H -1.570 4.853 -0.434
H -2.438 3.727 -1.690
```

For the total energy, the calculation gives -6340.108842 Eh. The gap between HOMO and LUMO (alpha / beta) comes out at 0.2495 / 0.2491 hartree. As for the total charge: +1. For the energy relative to the best compared isomer or geometry (same formula, charge and spin), the calculation gives 16.0 kcal/mol.

=====

Q: Which value of total energy does entry 1 give?
A: -3435.767537 Eh